Computed, not measured: a molecular structure, C21H46NOP3SeTl in a non-equilibrium geometry, with ωB97M-V/def2-TZVPD.

Values from the calculation:
- Relative energy (zero: lowest compared OMol25 entry of this formula, charge and spin): 96.5 kcal/mol
- Kohn-Sham gap (spin up / spin down): 3.2 / 3.4 eV
- Charge: +3

Atoms and positions in Å:
Tl (1.0572, -0.8395, 0.7950)
Se (1.9503, -2.1462, -1.6058)
P (-0.3612, 2.6720, 1.1857)
P (0.1548, 0.9709, -2.0968)
P (-2.2825, -1.1368, -0.8521)
O (-1.1117, -0.6242, 2.8624)
N (-2.5838, -1.4431, 4.4026)
C (-2.2158, 3.0577, 0.7626)
C (9.2716, 1.1879, 0.5250)
C (1.8382, 1.6712, -2.3472)
C (-2.0797, -2.6641, -1.8445)
C (6.4238, -1.0591, -1.2127)
C (-3.6415, -1.7980, 0.2196)
C (6.0007, -2.0637, -2.0849)
C (-3.2773, -0.2917, -2.1460)
C (-0.7551, 2.3554, -2.9033)
C (9.1746, 0.0297, -0.1390)
C (3.7225, -1.7913, -1.2732)
C (-1.3239, -1.3561, 3.8527)
C (5.5243, -0.4940, -0.3198)
C (4.6689, -2.4684, -2.0949)
C (4.1985, -0.9068, -0.2770)
C (-2.9590, -2.2866, 5.5620)
C (0.1694, 4.3426, 0.5400)
C (0.2229, -0.1001, -3.5898)
C (-0.3204, -2.3434, 4.4109)
C (-3.5830, -0.4328, 4.0734)
C (-0.6422, 3.0780, 2.9359)
H (-2.5250, 3.9962, 1.2722)
H (9.3421, 2.1393, -0.0056)
H (1.8541, 2.1976, -3.3081)
H (-2.3577, -3.1729, 5.7119)
H (-4.5178, -0.9674, 3.9241)
H (0.5129, 0.5308, -4.4343)
H (-4.1005, -0.9167, 0.6903)
H (-0.5256, -2.4008, 5.4793)
H (4.3153, -3.2874, -2.7531)
H (-2.9004, 2.2869, 1.1384)
H (-1.8111, 2.1384, -3.0512)
H (9.3328, 1.2077, 1.6139)
H (-2.9524, -1.6930, 6.4939)
H (-3.7683, 0.2478, 4.9089)
H (0.9963, -0.8687, -3.4191)
H (-0.2922, 2.4850, -3.8786)
H (-0.7336, -0.5851, -3.7826)
H (-3.0760, -3.0639, -2.0570)
H (-0.4687, 5.1471, 0.9693)
H (-4.1838, -0.8817, -2.2879)
H (0.2598, 2.7599, 3.4450)
H (-2.4235, 3.2080, -0.3008)
H (-3.1878, -2.4205, 0.9787)
H (-0.6737, 3.2933, -2.3546)
H (-0.3830, -3.3490, 3.9605)
H (-0.7941, 4.1629, 3.0994)
H (0.1149, 4.4265, -0.5638)
H (1.1937, 4.5132, 0.8657)
H (-1.5347, -3.3958, -1.2470)
H (9.1706, 0.0008, -1.2353)
H (6.6950, -2.5433, -2.7739)
H (-4.3901, -2.3774, -0.3389)
H (2.0798, 2.3723, -1.5470)
H (-2.7583, -0.2085, -3.1002)
H (2.5788, 0.8698, -2.3670)
H (-3.5837, 0.7064, -1.8503)
H (5.8477, 0.2686, 0.3712)
H (3.5094, -0.5401, 0.4988)
H (0.6003, 1.5234, 1.1362)
H (-1.5344, -2.5120, -2.7747)
H (9.1318, -0.9316, 0.3803)
H (-3.4418, 0.2031, 3.2028)
H (-3.9403, -2.6475, 5.2769)
H (7.4670, -0.7680, -1.2036)
H (-1.5120, 2.5131, 3.2998)
H (0.7063, -2.0330, 4.2476)

Forces on the atoms, in the same order (eV/Å):
-1.55 0.23 0.93
1.40 -0.34 -0.28
-2.66 3.71 0.93
0.73 0.37 -0.80
-0.62 -0.91 -0.36
0.67 0.13 0.15
2.14 0.82 -0.41
-0.46 -1.48 -0.68
-0.03 -0.53 -0.34
-0.10 0.15 0.14
0.43 -0.35 0.27
0.08 -0.64 -0.75
0.21 0.93 -0.05
-0.81 -0.88 -0.58
-0.16 0.45 0.26
-0.35 -0.01 0.44
0.07 0.50 0.27
-1.18 -1.12 -0.01
-1.73 -1.08 -0.22
-1.76 0.31 1.09
0.96 -0.31 -1.09
0.80 1.13 0.36
-0.16 0.57 -0.38
1.02 -0.45 -0.55
-0.04 -0.25 0.34
-0.02 0.10 0.09
-1.04 -0.11 0.35
0.67 -0.55 0.39
1.05 -0.51 0.01
0.00 -0.27 0.19
0.19 -0.05 0.18
0.30 0.07 -0.28
-0.22 0.06 -0.10
-0.06 -0.24 -0.03
-0.11 -0.45 0.09
0.53 -0.31 -0.08
0.35 0.72 0.37
0.35 -0.04 -0.13
-0.04 -0.07 0.06
-0.05 0.04 -0.29
-0.29 -0.27 -0.42
0.22 -0.13 0.19
-0.28 0.17 -0.38
0.01 0.12 -0.11
0.17 -0.09 -0.13
0.22 0.00 -0.15
0.22 -0.96 -0.07
0.02 -0.01 -0.14
-0.02 0.07 0.68
0.34 -0.23 0.07
-0.02 -0.13 0.32
0.02 -0.02 0.03
-0.43 0.39 0.19
0.10 -0.65 -0.37
0.11 -0.22 0.63
0.12 0.25 -0.15
-0.04 -0.21 -0.07
0.23 0.11 0.37
-0.07 0.11 0.28
0.26 0.29 0.05
0.19 0.05 -0.07
0.05 -0.10 0.05
0.07 0.08 0.06
-0.09 0.20 0.09
0.24 -0.03 0.16
0.73 0.06 -0.54
-1.58 1.41 -0.45
-0.02 0.04 -0.05
0.13 0.27 -0.11
0.71 -0.50 -0.12
-0.37 -0.01 0.60
-0.21 0.13 0.03
0.41 0.08 -0.01
0.04 0.39 0.04

Formally, the Löwdin partial charges of the atoms, in units of the elementary charge, are as follows: number 1, Tl, carries 0.74; number 2, Se, carries 0.98; number 3, P, carries 0.95; number 4, P, carries 0.72; number 5, P, carries 0.76; number 6, O, carries -0.16; number 7, N, carries -0.13; number 8, C, carries -0.16; number 9, C, carries -0.04; number 10, C, carries -0.28; number 11, C, carries -0.30; number 12, C, carries 0.05; number 13, C, carries -0.27; number 14, C, carries 0.02; number 15, C, carries -0.29; number 16, C, carries -0.25; number 17, C, carries -0.12; number 18, C, carries -0.61; number 19, C, carries -0.47; number 20, C, carries 0.01; number 21, C, carries -0.04; number 22, C, carries -0.10; number 23, C, carries -0.01; number 24, C, carries -0.21; number 25, C, carries -0.28; number 26, C, carries 0.01; number 27, C, carries -0.04; number 28, C, carries -0.23; number 29, H, carries 0.09; number 30, H, carries 0.06; number 31, H, carries 0.06; number 32, H, carries 0.08; number 33, H, carries 0.09; number 34, H, carries 0.07; number 35, H, carries 0.04; number 36, H, carries 0.08; number 37, H, carries 0.14; number 38, H, carries 0.05; number 39, H, carries 0.04; number 40, H, carries 0.06; number 41, H, carries 0.12; number 42, H, carries 0.10; number 43, H, carries -0.04; number 44, H, carries 0.06; number 45, H, carries 0.03; number 46, H, carries 0.06; number 47, H, carries 0.09; number 48, H, carries 0.06; number 49, H, carries 0.05; number 50, H, carries 0.04; number 51, H, carries 0.03; number 52, H, carries 0.03; number 53, H, carries 0.11; number 54, H, carries 0.09; number 55, H, carries 0.05; number 56, H, carries 0.06; number 57, H, carries 0.04; number 58, H, carries 0.06; number 59, H, carries 0.14; number 60, H, carries 0.06; number 61, H, carries 0.04; number 62, H, carries 0.03; number 63, H, carries 0.02; number 64, H, carries 0.03; number 65, H, carries 0.13; number 66, H, carries 0.01; number 67, H, carries -0.07; number 68, H, carries 0.03; number 69, H, carries 0.07; number 70, H, carries 0.07; number 71, H, carries 0.10; number 72, H, carries 0.07; number 73, H, carries 0.06; number 74, H, carries 0.07